A structure of composition C29H55IN5PTi. Source: the Open Molecules 2025 dataset; level of theory: ωB97M-V/def2-TZVPD.

Calculated values
Net charge: +3
HOMO (spin up / spin down) (eV): -16.683 / -16.680
Spin multiplicity: 2
Frontier orbital gap (spin up / spin down) (Ha): 0.258 / 0.272
<S²>: 0.75
Energy above the lowest of the compared OMol25 structures with the same formula, charge and spin (eV): 0.0000

```
92
C29H55IN5PTi (ωB97M-V/def2-TZVPD)
I 0.25 0.40 6.24
Ti 1.55 -0.84 0.32
P -0.74 0.52 -0.17
N 2.49 0.90 -0.78
N 0.39 -2.71 0.18
N 2.25 -1.76 -1.60
N 3.72 -1.24 0.73
N 1.38 -1.43 2.54
C -3.47 0.22 0.55
C -1.10 1.48 -1.68
C -2.54 -1.67 -0.78
C 0.96 -0.60 3.51
C 3.15 0.49 -2.05
C 3.60 -2.43 -1.41
C -0.71 1.66 1.29
C 0.66 3.14 2.79
C -0.26 4.37 2.55
C -1.40 0.57 -2.90
C -0.02 2.51 -2.08
C 0.93 -0.96 4.85
C -4.67 -0.74 0.62
C 2.37 -0.67 -2.62
C -2.17 -0.55 0.21
C -4.24 -2.14 1.05
C 4.01 -2.54 0.04
C 1.81 -3.09 4.21
C -1.20 4.17 1.36
C -1.22 1.32 -4.23
C 1.24 -2.75 -2.07
C 0.83 -3.62 -0.92
C -1.80 2.76 1.37
C -0.61 3.50 -3.10
C 1.37 -2.22 5.21
C -1.59 2.79 -4.07
C 1.80 -2.66 2.91
C 0.68 2.26 1.55
C -3.31 -2.76 -0.01
H 3.46 -3.32 0.55
H -0.90 0.95 2.10
H -5.16 -0.79 -0.36
H 3.12 1.47 -0.23
H 0.03 -4.30 -1.20
H 2.83 -1.05 -3.53
H 3.90 -1.34 1.72
H 1.67 3.46 3.05
H -2.61 -3.47 0.47
H -2.43 0.21 -2.82
H -2.61 2.87 -3.70
H 1.02 2.85 0.70
H -0.18 1.24 -4.57
H 3.58 -3.41 -1.87
H 2.13 -3.33 2.12
H -1.69 -2.09 -1.34
H 3.19 1.31 -2.76
H -3.34 0.74 1.51
H -2.00 2.04 -1.43
H 0.20 3.96 -3.65
H 0.35 5.26 2.40
H -3.88 -3.35 -0.73
H -0.76 -0.32 -2.88
H 1.45 1.47 1.68
H 4.38 -0.55 0.41
H -5.42 -0.33 1.30
H 2.16 -4.09 4.45
H -0.55 -2.39 -0.04
H -3.18 -1.25 -1.55
H 5.07 -2.80 0.10
H 4.18 0.22 -1.84
H -3.65 1.00 -0.20
H -2.55 2.65 0.59
H 1.63 -3.34 -2.90
H 1.37 -0.34 -2.88
H 4.34 -1.85 -1.96
H 1.37 -2.53 6.25
H -0.68 4.34 0.42
H 0.63 0.38 3.21
H -2.00 4.91 1.39
H -5.10 -2.78 1.21
H -1.12 4.30 -2.56
H -1.83 -1.02 1.14
H -1.82 0.84 -4.99
H 0.38 -2.19 -2.44
H 0.82 1.97 -2.55
H 1.74 1.54 -1.03
H 1.66 -4.22 -0.55
H -3.73 -2.08 2.02
H 0.28 -3.23 1.05
H -0.85 4.56 3.45
H 0.37 3.07 -1.22
H 0.29 2.55 3.64
H -2.35 2.63 2.31
H -1.58 3.30 -5.03
```

=====

A cluster of 7 separate species, C29H57Br2N2O14S6 in total. Source: the Open Molecules 2025 dataset; level of theory: ωB97M-V/def2-TZVPD.

Calculated values
Net charge: -1
HOMO (eV): -4.355
Frontier orbital gap (Ha): 0.212

```
110
C29H57Br2N2O14S6 (ωB97M-V/def2-TZVPD)
Br 1.01 -1.57 4.12
Br 0.31 1.96 6.09
S -1.53 -4.57 4.60
S -3.38 2.90 8.93
S 1.16 -1.49 -4.82
S 3.21 1.09 -0.65
S -1.34 -5.34 -6.57
S 3.57 4.22 -6.45
O 3.25 -0.33 -0.94
O 1.05 3.95 2.13
O 4.39 4.97 -7.38
O -0.92 -4.67 -7.78
O -1.61 -4.89 3.19
O 3.25 1.60 0.70
O -0.41 -5.70 -5.52
O -3.34 1.48 8.65
O 1.24 4.72 4.41
O 2.39 -0.81 -5.19
O -3.34 3.42 10.28
O -0.31 -4.70 5.36
O -0.14 -0.95 -5.14
O 4.09 3.68 -5.22
N 3.34 2.74 6.00
N 3.02 2.03 4.85
C 4.46 1.91 -1.61
C -0.26 0.91 3.22
C -2.83 -5.44 5.46
C -2.87 4.55 6.92
C -3.48 -6.75 -6.05
C -2.69 -4.42 -5.83
C 1.81 1.80 -1.49
C 1.26 -3.40 -2.98
C 2.35 3.09 -2.09
C 1.33 2.92 -6.83
C -3.94 -5.29 -6.00
C 1.27 0.40 3.67
C -4.24 4.91 7.49
C -4.78 3.62 8.10
C 2.76 2.90 -7.34
C 2.09 5.15 -6.08
C 1.71 3.90 3.47
C -2.19 -2.93 4.87
C 1.25 -3.17 -5.40
C -2.29 -6.78 -7.00
C -2.13 3.73 7.97
C 1.23 -1.87 -3.08
C 3.72 2.73 -2.67
C -3.41 -4.41 6.42
C 0.94 4.40 -6.75
C 1.83 1.12 5.03
C 2.98 2.87 3.61
C 1.91 -3.93 -4.26
C -3.51 -3.11 5.62
H 1.81 -3.22 -6.33
H -5.10 2.92 7.31
H 0.24 -3.78 -2.90
H -3.57 -5.75 4.72
H -2.46 -4.26 -4.78
H 2.99 -3.72 -4.24
H -2.80 -3.46 -6.34
H -4.65 -5.12 -5.20
H -0.48 0.46 2.17
H 5.04 2.55 -0.94
H -4.44 -5.04 -6.95
H -2.62 -6.67 -8.04
H -4.91 5.31 6.73
H 2.14 -1.43 -2.67
H -4.34 -3.20 4.90
H -5.60 3.79 8.80
H 1.28 2.48 -5.82
H 2.19 6.16 -6.48
H -2.30 5.45 6.64
H -1.47 2.99 7.51
H 1.68 3.49 -2.85
H 1.97 5.18 -5.00
H -4.12 5.67 8.28
H -0.38 2.07 3.23
H 1.80 -3.72 -2.09
H 3.11 2.27 2.59
H 0.00 4.54 -6.20
H -1.68 -7.68 -6.89
H 3.58 2.14 -3.58
H 4.29 3.63 -2.94
H 5.12 1.17 -2.07
H 4.37 2.63 6.22
H -2.42 -6.32 5.97
H -3.73 -2.26 6.26
H 2.20 0.23 5.73
H 0.66 2.36 -7.48
H -1.47 -2.37 5.47
H 0.78 4.79 -7.77
H -2.73 -4.27 7.27
H -2.34 -2.43 3.91
H -1.55 4.37 8.64
H -3.00 3.95 6.01
H 2.47 3.85 -1.31
H 3.27 1.96 -7.16
H -1.03 0.39 3.97
H 2.79 3.15 -8.41
H -4.38 -4.73 6.81
H 3.95 3.57 3.66
H 1.49 1.11 -2.27
H 0.22 -3.52 -5.56
H 2.00 0.40 2.76
H -4.28 -7.42 -6.38
H 0.35 -1.46 -2.58
H 3.22 3.76 5.83
H -3.16 -7.07 -5.04
H 0.99 1.97 -0.78
H 1.78 -5.01 -4.36
```

=====

A structure of composition C29H57Cl3CrN2O3PSi. Source: the Open Molecules 2025 dataset; level of theory: ωB97M-V/def2-TZVPD.

Calculated values
Net charge: -1
HOMO (spin up / spin down) (eV): -1.556 / -4.629
Spin multiplicity: 5
Frontier orbital gap (spin up / spin down) (Ha): 0.146 / 0.259
<S²>: 6.02
Energy above the lowest of the compared OMol25 structures with the same formula, charge and spin (eV): 0.0000

```
97
C29H57Cl3CrN2O3PSi (ωB97M-V/def2-TZVPD)
Cr 0.12 -0.20 0.08
Cl 2.40 -0.12 0.29
Cl 0.55 -4.24 -2.32
Cl -0.44 -2.36 0.12
P -0.15 -0.54 2.70
Si 0.36 -5.60 -0.73
O -0.13 1.71 0.64
O 0.26 0.31 -1.86
O -1.97 0.05 -0.25
N -2.70 0.43 -2.39
N 0.40 3.89 0.92
C -2.56 -1.19 4.08
C -2.00 -0.44 2.88
C 0.63 1.37 -4.99
C 0.61 0.69 3.86
C 1.53 -5.04 0.63
C -3.14 1.41 -3.38
C 1.14 0.57 -4.04
C 0.42 1.02 -6.43
C -2.47 1.02 2.85
C 2.14 0.60 3.81
C 1.07 2.54 -2.43
C 0.98 -7.26 -1.38
C 0.47 -2.20 3.24
C 0.87 5.31 -2.49
C 0.03 0.67 5.27
C 1.64 -0.82 -4.28
C 1.20 1.01 -2.57
C 1.40 4.95 0.96
C 2.23 3.32 -2.41
C 1.84 -2.45 2.62
C -2.50 0.79 -1.11
C -2.30 -0.88 -2.90
C -0.18 3.14 -2.40
C -0.28 4.53 -2.46
C 0.50 -2.55 4.72
C -1.01 4.27 1.04
C 0.74 2.63 0.67
C -1.43 -5.61 -0.16
C 2.13 4.71 -2.45
H 3.04 5.32 -2.43
H -1.47 -5.88 0.91
H -2.34 -2.26 4.03
H -0.99 1.07 5.28
H 0.37 2.40 -4.74
H 0.04 -0.33 5.72
H -2.41 1.49 3.84
H 1.50 -3.94 0.67
H 0.64 1.32 5.91
H -0.60 1.33 -6.72
H 0.30 -7.73 -2.10
H 1.39 -1.17 -5.29
H -1.87 1.61 2.14
H 2.53 -0.28 4.36
H -1.14 4.78 2.00
H -3.72 2.19 -2.88
H 2.50 0.55 2.77
H -3.52 1.06 2.52
H 0.34 1.66 3.40
H -1.29 -0.82 -3.34
H 1.22 -1.53 -3.54
H -0.44 -2.35 5.23
H 2.38 4.54 0.71
H 3.20 2.81 -2.37
H -2.88 1.79 -0.86
H 1.87 -2.14 1.57
H 1.15 5.73 0.23
H -2.01 -6.35 -0.72
H -3.66 -1.07 4.10
H -1.28 4.96 0.22
H 1.96 -7.15 -1.86
H 0.55 -0.04 -6.64
H -2.17 -0.77 5.02
H 1.33 -2.05 5.25
H 0.68 -3.63 4.79
H 2.74 -0.87 -4.20
H 1.11 -7.97 -0.54
H -1.91 -4.63 -0.27
H -3.02 -1.16 -3.67
H -2.29 1.87 -3.89
H 1.44 5.40 1.96
H -2.29 -1.60 -2.08
H 2.21 0.74 -2.21
H 2.64 -1.91 3.13
H 1.22 -5.42 1.62
H 1.10 1.59 -7.07
H -3.76 0.90 -4.13
H -1.06 2.48 -2.36
H -2.35 -0.93 1.96
H 0.80 6.40 -2.52
H -0.27 -2.85 2.73
H 1.80 2.41 0.51
H -1.27 5.00 -2.45
H 2.07 -3.52 2.66
H 2.57 1.50 4.27
H 2.57 -5.36 0.45
H -1.64 3.38 0.99
```

=====

Across the entries above, calculated total energy takes the values -2899.510345 -9839.079091 -4530.554527 Eh, respectively.
Across the entries above, max |F| takes the values 0.5 7.2 3.5 eV/A, respectively.